Entry 1:
{"formula": "C35H61N3O16S2", "method": "the ωB97M-V functional and the def2-TZVPD basis", "lumo_ha": -0.0390, "species": ["O", "N", "O", "C", "C", "C", "C", "S", "C", "C", "N", "S", "N", "C", "H", "H", "H", "H", "H", "O", "C", "O", "C", "C", "C", "H", "H", "H", "H", "H", "H", "H", "H", "O", "C", "O", "C", "C", "C", "H", "H", "H", "H", "H", "H", "H", "H", "O", "C", "O", "C", "C", "C", "H", "H", "H", "H", "H", "H", "H", "H", "O", "C", "O", "C", "C", "C", "H", "H", "H", "H", "H", "H", "H", "H", "O", "C", "O", "C", "C", "C", "H", "H", "H", "H", "H", "H", "H", "H", "O", "C", "O", "C", "C", "C", "H", "H", "H", "H", "H", "H", "H", "H", "O", "C", "O", "C", "C", "C", "H", "H", "H", "H", "H", "H", "H", "H"], "coordinates": [[-2.634, -2.733, -1.764], [-3.191, -1.811, -2.235], [-3.125, -1.821, -3.620], [-2.225, -0.790, -4.137], [-1.354, -0.095, -3.041], [-1.841, 0.966, -2.144], [-0.926, 1.539, -1.087], [-1.571, 2.818, 0.053], [0.453, 1.122, -0.911], [0.958, 0.032, -1.829], [2.267, -0.478, -1.762], [2.235, -1.580, -3.016], [0.704, -1.544, -3.676], [0.070, -0.561, -2.896], [-2.819, -0.063, -4.767], [-1.537, -1.327, -4.859], [-2.905, 1.315, -2.251], [-1.100, 4.039, -0.406], [1.089, 1.582, -0.113], [0.389, 0.170, 3.713], [1.580, 0.077, 3.556], [2.390, 1.075, 3.949], [3.821, 0.975, 3.989], [4.430, 1.317, 2.644], [2.175, -1.104, 2.838], [4.138, -0.004, 4.359], [4.154, 1.705, 4.730], [4.113, 0.614, 1.869], [5.520, 1.299, 2.700], [4.111, 2.310, 2.320], [2.155, -0.918, 1.763], [1.570, -1.983, 3.060], [3.189, -1.343, 3.153], [0.827, 2.669, -3.162], [1.278, 2.775, -4.275], [0.991, 3.864, -5.012], [1.631, 4.181, -6.255], [0.941, 3.496, -7.416], [2.081, 1.663, -4.893], [2.699, 3.962, -6.215], [1.542, 5.263, -6.372], [0.997, 2.410, -7.333], [1.396, 3.793, -8.363], [-0.119, 3.758, -7.438], [1.402, 0.941, -5.351], [2.650, 1.169, -4.105], [2.809, 2.002, -5.628], [4.340, -1.421, 5.730], [5.160, -2.300, 5.608], [6.051, -2.521, 6.586], [6.928, -3.657, 6.632], [8.197, -3.396, 5.847], [5.262, -3.093, 4.333], [6.415, -4.565, 6.310], [7.181, -3.803, 7.683], [7.987, -3.233, 4.787], [8.885, -4.238, 5.937], [8.693, -2.495, 6.213], [5.892, -2.553, 3.623], [4.262, -3.201, 3.913], [5.646, -4.102, 4.472], [9.643, -5.389, 8.682], [10.835, -5.485, 8.532], [11.642, -4.486, 8.932], [13.071, -4.582, 8.986], [13.695, -4.241, 7.649], [11.433, -6.667, 7.817], [13.386, -5.559, 9.358], [13.394, -3.851, 9.730], [13.388, -4.944, 6.872], [14.784, -4.256, 7.717], [13.376, -3.249, 7.322], [11.420, -6.480, 6.742], [10.824, -7.545, 8.034], [12.444, -6.910, 8.137], [-5.674, -4.560, -9.153], [-5.351, -4.524, -7.994], [-4.537, -5.474, -7.495], [-3.936, -5.409, -6.195], [-4.863, -5.971, -5.137], [-5.919, -3.485, -7.063], [-3.603, -4.396, -5.964], [-3.036, -6.025, -6.247], [-5.783, -5.389, -5.059], [-4.374, -5.976, -4.161], [-5.154, -6.993, -5.390], [-6.876, -3.835, -6.675], [-6.077, -2.566, -7.628], [-5.259, -3.226, -6.237], [-6.894, 3.036, -2.765], [-6.585, 3.100, -1.601], [-5.761, 2.174, -1.075], [-5.175, 2.271, 0.230], [-6.102, 1.712, 1.289], [-7.180, 4.145, -0.697], [-4.859, 3.293, 0.445], [-4.265, 1.669, 0.198], [-7.032, 2.281, 1.348], [-5.623, 1.732, 2.270], [-6.375, 0.682, 1.052], [-8.134, 3.788, -0.313], [-7.346, 5.051, -1.281], [-6.533, 4.431, 0.130], [-9.705, 5.366, 0.366], [-10.236, 6.243, -0.267], [-11.388, 5.997, -0.915], [-12.198, 7.011, -1.523], [-11.736, 7.308, -2.934], [-9.580, 7.589, -0.424], [-12.243, 7.906, -0.899], [-13.212, 6.607, -1.554], [-10.720, 7.705, -2.948], [-12.397, 8.035, -3.410], [-11.728, 6.396, -3.533], [-8.882, 7.553, -1.261], [-9.031, 7.813, 0.490], [-10.284, 8.407, -0.566]], "forces_ev_per_angstrom": [[-0.645, 0.352, -0.481], [0.359, -0.234, 1.687], [0.708, -0.043, -1.336], [0.607, 0.650, -0.574], [0.360, 1.544, 1.526], [2.298, -1.970, -0.960], [1.845, -0.767, -0.795], [0.240, -0.004, -0.414], [-2.571, -0.979, -1.515], [-0.047, 0.706, 0.737], [-3.876, -0.380, -2.442], [-0.374, 0.117, 0.191], [0.602, 2.704, 3.136], [0.054, 0.274, 0.447], [0.477, -0.587, 1.032], [-0.713, 0.543, 0.994], [1.333, -0.316, 0.268], [-0.057, -1.239, -0.197], [-0.675, -0.599, -0.994], [0.371, 0.198, 0.071], [-0.270, -0.114, -0.186], [-0.187, 0.254, 0.337], [0.356, -0.122, -0.262], [-0.157, 0.045, -0.185], [0.252, -0.518, 0.252], [-0.232, 0.327, -0.199], [-0.271, -0.030, 0.001], [0.079, -0.046, 0.044], [-0.039, 0.010, 0.020], [0.076, -0.011, 0.069], [0.010, -0.003, 0.037], [-0.143, 0.181, -0.142], [0.046, 0.200, -0.129], [0.138, 0.539, -0.606], [-0.138, -0.330, 0.087], [-0.023, 0.369, 0.316], [-0.060, -0.059, -0.283], [-0.087, -0.196, -0.013], [0.612, 0.032, 0.027], [-0.050, -0.102, 0.048], [-0.076, -0.089, 0.237], [0.094, 0.037, -0.039], [-0.017, 0.003, 0.051], [0.090, 0.089, 0.003], [0.029, 0.035, 0.003], [-0.247, -0.034, 0.030], [-0.171, -0.042, -0.147], [0.395, -0.524, 0.345], [-0.003, 0.182, -0.142], [-0.323, 0.118, 0.326], [0.358, -0.105, -0.004], [0.031, 0.107, -0.227], [-0.326, -0.541, -0.041], [-0.040, 0.093, -0.089], [-0.162, 0.167, -0.059], [-0.004, -0.099, 0.011], [-0.058, 0.029, 0.063], [-0.030, -0.102, 0.097], [0.000, -0.038, 0.041], [0.088, 0.210, -0.005], [0.209, 0.109, -0.042], [0.343, 0.239, 0.037], [-0.267, -0.124, -0.276], [-0.184, 0.191, 0.389], [0.212, 0.060, -0.176], [-0.069, -0.046, -0.199], [0.218, -0.498, 0.353], [-0.084, -0.027, -0.083], [-0.262, -0.036, -0.009], [0.082, -0.046, 0.058], [-0.051, 0.007, 0.014], [0.054, -0.017, 0.115], [0.031, 0.004, 0.054], [-0.129, 0.180, -0.150], [0.062, 0.141, -0.182], [0.297, -0.211, 0.304], [-0.441, 0.130, -0.162], [0.348, -0.153, -0.333], [-0.084, -0.066, 0.261], [-0.203, 0.015, 0.042], [0.368, 0.526, 0.130], [-0.117, 0.012, -0.015], [-0.113, 0.038, -0.238], [0.085, 0.055, 0.056], [-0.005, 0.011, -0.052], [0.120, 0.032, -0.001], [0.062, 0.008, 0.003], [-0.171, -0.199, -0.076], [-0.126, -0.162, 0.125], [0.321, -0.224, 0.278], [-0.411, 0.206, -0.117], [0.373, -0.176, -0.386], [-0.160, -0.154, 0.314], [-0.255, 0.037, 0.008], [0.445, 0.357, 0.047], [-0.074, -0.008, -0.055], [-0.117, 0.064, -0.222], [0.073, 0.054, 0.053], [0.011, -0.006, -0.059], [0.125, 0.030, 0.007], [0.075, 0.062, 0.002], [-0.185, -0.207, -0.072], [-0.129, -0.164, 0.125], [-0.473, 0.170, -0.159], [0.376, -0.057, -0.007], [-0.259, -0.299, 0.271], [-0.007, 0.112, -0.268], [0.194, 0.009, -0.083], [-0.161, 0.472, 0.403], [0.118, -0.026, 0.001], [0.169, -0.148, 0.140], [-0.069, 0.075, 0.022], [0.013, -0.038, 0.034], [-0.095, 0.037, 0.066], [-0.059, 0.006, 0.016], [0.107, -0.203, -0.135], [0.036, -0.045, -0.232]]}

---

Entry 2:
{"formula": "C3H4ClFS", "method": "the ωB97M-V functional and the def2-TZVPD basis", "lumo_ha": -0.0353, "e_above_lowest_ev": 1.350, "smiles": "F[C@@H](C=S)CCl", "species": ["C", "C", "C", "H", "H", "H", "H", "F", "S", "Cl"], "coordinates": [[-1.039, 0.879, 0.478], [0.336, 0.990, -0.156], [1.305, 0.096, 0.396], [-1.703, 1.774, 0.117], [-0.984, 0.707, 1.621], [0.035, 0.629, -1.235], [1.803, 0.506, 1.232], [0.744, 2.321, -0.307], [1.450, -1.479, -0.082], [-1.921, -0.743, -0.116]], "forces_ev_per_angstrom": [[-1.866, -0.152, 1.412], [-2.692, -0.112, -4.937], [0.624, -2.818, -0.349], [1.240, -1.873, 0.968], [-0.414, 0.673, -1.904], [1.124, 0.681, 1.619], [0.986, 0.172, 1.024], [-0.086, -0.595, 0.889], [0.107, 1.974, 0.660], [0.977, 2.051, 0.619]]}

---

Calculated HOMO energy in order - -8.78 -9.25 eV